Record 1
A cluster of 2 separate species, C2H3Br2NO2 in total at a distorted geometry. Source: the OMol25 dataset; level of theory: the ωB97M-V functional and the def2-TZVPD basis.

Positions of all 10 atoms, in Å:
C: 1.35031 -0.00725 0.64826
C: -0.74151 0.03210 0.20975
N: -0.74563 0.05426 -1.22106
O: -0.40954 1.08293 -1.78616
O: -0.96906 -1.02649 -1.73804
Br: -1.44052 -1.66391 0.93967
Br: -1.40598 1.60944 0.91466
H: 1.63301 -1.09278 0.24015
H: 1.62087 0.88707 0.03039
H: 1.10805 0.12462 1.76239

Atomic forces in eV per Å
-3.9 -1.3 -0.7
3.3 -1.2 2.3
0.4 -0.9 -1.5
-0.3 -0.5 0.1
0.1 0.7 -0.8
0.2 1.3 -0.1
-0.4 0.5 0.6
-0.5 2.7 1.1
0.0 -1.0 0.9
1.0 -0.3 -1.8

The value obtained for the energy above the lowest of the compared OMol25 structures with the same formula, charge and spin is 283.05 kJ/mol. The total energy is -147787.0219 eV. Its multiplicity is 1. The LUMO energy comes out at -0.86 eV. The HOMO-LUMO gap comes out at 0.3360 Ha. As for the net charge: 0.

Record 2
The molecule C4H5N3S. Source: the OMol25 dataset; level of theory: the ωB97M-V functional and the def2-TZVPD basis.

Positions of all 13 atoms, in Å:
C: 1.91379 -0.14054 0.00226
C: 0.87069 -1.02225 0.00494
C: -0.32752 -0.25313 0.00344
C: 0.03442 1.09893 -0.00350
H: 3.66114 -0.73149 -0.83129
H: 3.65271 -0.75640 0.83690
H: 0.90986 -2.10422 -0.03400
H: -0.59412 1.98811 0.00302
H: 1.97078 1.96234 -0.00599
N: 3.32436 -0.25632 -0.00443
N: 1.37841 1.13871 0.00394
N: -1.58346 -0.82037 0.00308
S: -2.89899 0.06935 -0.00185

Atomic forces in eV per Å
0.0 0.0 0.0
0.2 -0.2 -0.1
-0.5 0.4 0.0
-0.4 0.0 0.1
0.0 0.0 0.1
-0.2 0.4 -0.8
0.1 0.2 0.1
0.3 -0.4 0.0
-0.3 -0.3 0.0
0.0 -0.4 0.8
0.3 0.1 0.0
-0.2 0.3 0.0
0.5 -0.3 0.0

The value obtained for the energy above the lowest of the compared OMol25 structures with the same formula, charge and spin is 181.82 kJ/mol. Its SMILES is Nc1cc(N=S)c[nH]1. The total energy is -19532.9965 eV. Its multiplicity is 1. The LUMO energy comes out at -0.92 eV. The HOMO-LUMO gap comes out at 0.2556 Ha. As for the net charge: 0.

Record 3
A structure of composition CH11N2Os at a distorted geometry. Source: the OMol25 dataset; level of theory: the ωB97M-V functional and the def2-TZVPD basis.

Positions of all 15 atoms, in Å:
C: -1.27947 -0.67886 -1.57423
Os: 0.41068 -0.09991 0.00963
N: 1.48179 0.84932 -1.46116
H: -0.41848 -0.85130 1.09921
H: -1.27575 0.25267 -0.96871
H: -2.20078 -1.12970 -1.19135
H: -0.60748 -1.58774 -1.72066
H: -1.30194 -0.24002 -2.57558
H: 2.46943 0.67532 -1.39443
H: 1.40010 1.89630 -1.39557
H: 1.25230 0.65894 -2.43813
N: 1.30868 0.88335 1.53229
H: 1.24431 1.89257 1.41870
H: 2.32482 0.64735 1.60700
H: 0.89789 0.65629 2.42859

Atomic forces in eV per Å
-0.8 -1.7 -1.5
-0.3 -2.8 -1.8
1.1 2.8 -2.4
-1.4 -1.6 1.7
0.4 0.4 0.5
-0.3 0.2 -0.7
-0.3 1.4 0.8
-0.8 -0.2 -0.1
0.7 -0.2 0.0
0.0 -1.0 0.0
0.0 -0.1 0.1
2.5 2.3 2.7
0.1 0.3 0.4
-0.9 0.2 0.0
-0.1 0.0 0.4

The value obtained for the energy above the lowest of the compared OMol25 structures with the same formula, charge and spin is 115.40 kJ/mol. Its expectation value of S² is 6.0122. The total energy is -6650.6164 eV. Its multiplicity is 5. The LUMO energy (alpha / beta) comes out at -3.59 / -5.19 eV. The HOMO-LUMO gap (alpha / beta) comes out at 0.2142 / 0.2834 Ha. As for the net charge: +1.

Record 4
A cluster of 2 separate species, C2H5BrO2P in total at a distorted geometry. Source: the OMol25 dataset; level of theory: the ωB97M-V functional and the def2-TZVPD basis.

Positions of all 11 atoms, in Å:
C: -0.48705 0.64459 -1.08298
C: 0.22858 0.49256 0.29659
O: 1.90993 -1.32066 1.65752
O: 1.36100 -1.81390 -0.84393
P: 1.28505 -0.90042 0.34072
Br: -2.72509 -0.41712 2.22735
H: -0.63000 -0.38649 -1.49140
H: -1.37180 1.21196 -0.94087
H: 0.14356 1.18787 -1.80820
H: -0.49929 0.00916 0.96661
H: 0.78509 1.29245 0.67858

Atomic forces in eV per Å
1.9 -0.8 -0.1
-0.9 -1.7 -1.9
-1.2 1.7 -2.4
-0.3 1.7 1.0
2.2 -4.3 1.2
0.2 0.1 -0.2
-0.4 1.1 0.3
-1.0 0.1 0.1
-0.1 -0.2 0.3
-0.6 0.8 0.8
0.2 1.4 0.9

The value obtained for the energy above the lowest of the compared OMol25 structures with the same formula, charge and spin is 135.25 kJ/mol. The total energy is -85584.7458 eV. Its multiplicity is 1. The LUMO energy comes out at 3.08 eV. The HOMO-LUMO gap comes out at 0.2643 Ha. As for the net charge: -1.

Record 5
A structure of composition C7H14EuO4 at a distorted geometry. Source: the OMol25 dataset; level of theory: the ωB97M-V functional and the def2-TZVPD basis.

Positions of all 26 atoms, in Å:
C: -3.00706 -0.36020 -0.88000
O: -3.11718 -1.34044 0.10081
C: -1.57475 -0.03264 -1.31332
O: -0.79107 0.51546 -0.27180
C: 0.06012 -0.41643 0.44543
C: 0.30132 0.09647 1.83260
O: -0.75798 -0.43481 2.68907
C: -0.72278 -0.04251 4.04379
Eu: -1.71374 -1.81847 1.27485
H: -3.47362 0.59030 -0.54382
H: -3.54361 -0.65785 -1.80484
H: -1.61316 0.71733 -2.12165
H: -1.09171 -0.93981 -1.72227
H: 0.25681 1.19604 1.92286
H: 1.25856 -0.26913 2.23364
H: -1.53314 -0.56361 4.56438
H: 0.24301 -0.31833 4.49489
H: -0.86925 1.04455 4.12800
H: 0.98567 -0.71225 -0.07233
C: 4.50277 0.52538 -1.13213
O: 3.26682 1.03253 -1.67826
C: 2.49045 1.83126 -1.02206
H: 5.31812 0.89297 -1.76537
H: 4.62265 0.86878 -0.09451
H: 4.45752 -0.56865 -1.17761
H: 3.05963 2.19922 -0.12897

Atomic forces in eV per Å
-0.6 1.8 -1.7
-1.8 0.6 -1.3
0.1 -0.3 -0.5
0.3 -0.6 1.0
-0.2 -0.4 -0.2
0.8 0.7 -0.4
-0.1 0.3 0.7
0.1 0.5 0.9
1.8 -2.1 1.1
0.1 -0.5 0.0
0.1 0.0 0.5
0.0 -0.3 0.3
0.0 0.2 0.0
0.0 -0.3 -0.1
-0.2 0.1 -0.1
0.2 0.2 -0.1
-0.3 0.1 -0.1
0.0 -0.3 0.0
-0.4 0.5 0.0
0.5 0.1 0.0
-0.5 -0.2 0.4
0.1 0.2 -0.5
-0.2 -0.2 0.2
0.0 0.0 -0.3
0.0 0.3 0.0
0.1 -0.3 0.2

Its expectation value of S² is 12.1041. The total energy is -34991.8017 eV. Its multiplicity is 7. The LUMO energy (alpha / beta) comes out at -4.97 / -4.24 eV. The HOMO-LUMO gap (alpha / beta) comes out at 0.2122 / 0.2390 Ha. As for the net charge: +1.

Record 6
A structure of composition C11H16F16O5SSi2 at a distorted geometry. Source: the OMol25 dataset; level of theory: the ωB97M-V functional and the def2-TZVPD basis.

Positions of all 51 atoms, in Å:
O: 0.80126 4.01142 2.87753
S: -0.31791 4.68101 2.18269
O: -1.50985 4.98000 3.02492
C: -0.93040 3.76783 0.72436
Si: -0.39608 1.93804 0.62644
O: 1.26111 1.66696 0.95952
Si: 1.39211 0.36757 2.11601
H: 0.14222 5.89960 1.69327
H: -0.56677 4.29885 -0.18479
H: -2.04400 3.81161 0.73486
H: -0.62213 1.52036 -0.77794
H: -1.27161 1.06351 1.42805
H: 1.11973 -0.94085 1.49815
H: 0.34414 0.62688 3.12704
H: 2.71318 0.33104 2.74303
C: 1.75054 0.72525 -4.97213
C: 2.16085 2.03962 -5.68370
C: 3.64898 2.26614 -5.97898
F: 4.40775 2.32344 -4.87754
F: 3.80956 3.45364 -6.61505
F: 1.64687 3.08342 -4.99839
F: 1.52869 2.02857 -6.89119
O: 1.50344 0.74756 -3.55595
C: 2.55010 0.58449 -2.63580
C: 2.75371 1.82483 -1.76063
F: 3.02614 2.92086 -2.49647
F: 3.79527 1.64038 -0.92265
F: 3.66760 0.18928 -3.26264
F: 2.19052 -0.44045 -1.83984
H: 0.77236 0.47740 -5.38731
H: 2.39272 -0.11027 -5.25175
H: 4.03966 1.48198 -6.63330
H: 1.85888 2.02745 -1.17010
C: -3.62590 -2.82065 3.57487
C: -2.70906 -1.96763 2.66202
C: -2.70711 -2.26782 1.15798
F: -2.28419 -3.50287 0.86282
F: -1.85970 -1.41386 0.52877
F: -1.45256 -2.00057 3.15504
F: -3.13614 -0.68004 2.79344
O: -3.05097 -3.91314 4.31239
C: -2.91804 -5.18411 3.73611
C: -1.45257 -5.61366 3.60726
F: -0.74115 -4.75180 2.86081
F: -1.37422 -6.82272 3.00928
F: -3.58973 -5.24729 2.57838
F: -3.53729 -6.03960 4.57042
H: -3.94960 -2.13759 4.36172
H: -4.54431 -3.11990 3.06924
H: -3.70288 -2.12732 0.72873
H: -0.98319 -5.67683 4.59100

Atomic forces in eV per Å
-1.6 1.0 -1.9
-1.2 -0.4 3.2
2.1 -0.3 -1.9
0.5 0.4 -0.1
1.2 -0.2 -0.3
-1.9 -1.2 0.9
-0.1 1.1 -0.4
-0.2 -0.8 0.0
-0.1 -0.3 0.6
0.8 0.1 0.2
0.0 0.2 0.0
0.1 0.3 0.2
0.0 0.0 -0.2
0.2 -0.1 0.1
0.2 0.2 -0.1
-0.3 -0.6 0.2
-0.5 0.0 0.8
0.3 0.2 -0.6
-0.1 -0.2 0.5
-0.3 0.0 -0.1
0.2 0.1 0.1
0.3 -0.2 -0.2
0.9 0.7 0.0
-0.7 -0.6 -1.2
-0.2 0.5 0.4
0.0 -0.1 -0.4
0.0 -0.3 0.0
0.4 0.3 0.0
-0.1 0.1 0.4
0.0 0.2 0.0
0.3 0.2 0.1
-0.1 -0.1 0.0
0.1 -0.3 -0.1
-0.4 -0.2 0.5
0.4 -0.5 0.8
-0.1 0.4 -0.5
0.0 -0.4 0.4
0.0 0.2 0.2
0.1 -0.1 -0.2
-0.3 0.0 -0.3
0.6 -0.2 -1.0
-1.0 1.2 0.4
0.6 -0.2 0.2
-0.2 0.3 -0.2
-0.3 -0.1 0.0
0.3 -0.1 -0.4
0.3 -0.2 0.2
0.2 0.0 0.0
0.2 -0.1 -0.3
-0.1 0.0 0.1
-0.2 0.0 0.1

The total energy is -91974.0959 eV. Its multiplicity is 1. The LUMO energy comes out at 0.23 eV. The HOMO-LUMO gap comes out at 0.4099 Ha. As for the net charge: 0.

Record 7
A cluster of 2 separate species, C5H7NO in total. Source: the OMol25 dataset; level of theory: the ωB97M-V functional and the def2-TZVPD basis.

Positions of all 14 atoms, in Å:
O: 1.93680 -0.76325 0.43251
C: 1.01048 -1.06157 1.15388
N: 0.06722 1.67142 1.03544
C: 0.54622 1.89443 -0.11761
C: -1.09004 -0.87526 -1.75043
C: -0.72515 -1.21296 -0.54815
C: -0.33195 -1.48250 0.67280
H: 1.12315 -1.06294 2.25391
H: -0.59680 2.40030 1.30315
H: 1.26430 1.18025 -0.52619
H: 0.28429 2.75485 -0.74410
H: -1.60370 0.06471 -1.93628
H: -0.88994 -1.51961 -2.59999
H: -0.99488 -1.98788 1.37107

Atomic forces in eV per Å
-0.4 -0.2 0.3
0.3 0.1 -0.2
0.0 0.3 -0.3
0.0 -0.1 0.2
0.1 -0.1 0.2
0.0 0.0 -0.1
-0.1 0.0 -0.2
0.0 0.0 -0.1
0.1 0.0 0.0
-0.1 0.1 0.0
0.0 -0.1 0.1
0.1 -0.1 0.1
0.0 0.0 0.1
0.1 0.1 -0.1

The value obtained for the energy above the lowest of the compared OMol25 structures with the same formula, charge and spin is 304.86 kJ/mol. Its SMILES is C=C=CC=O.C=N. The total energy is -8833.0432 eV. Its multiplicity is 1. The LUMO energy comes out at 0.61 eV. The HOMO-LUMO gap comes out at 0.3779 Ha. As for the net charge: 0.